No. 1
This record from the OMol25 dataset describes a molecular structure, C3H8BBr2Na4O3. The level of theory is ωB97M-V/def2-TZVPD.

Computed properties:
LUMO level: -4.0 eV
Gap between HOMO and LUMO: 7.315 eV
Relative energy (zero: lowest compared OMol25 entry of this formula, charge and spin): 2.466 eV
Multiplicity: 1
Net charge: +1

Each line ends with the Löwdin charge.
Atoms and positions in Å:
Na  2.22  0.54  -0.67  0.681
Na  0.32  1.69  -3.40  0.676
Na  -1.79  0.76  2.01  0.743
Na  -2.90  1.95  -0.91  0.685
C  0.16  2.06  0.20  -1.014
O  0.46  2.06  -0.98  -0.093
O  0.73  1.30  1.04  -0.117
O  -1.04  2.30  0.37  -0.137
B  -2.22  1.02  -3.44  -0.346
H  -1.87  0.86  -2.43  -0.096
H  -3.27  1.25  -3.37  -0.050
H  -1.72  1.94  -3.69  -0.074
H  -2.00  0.18  -4.08  -0.040
Br  -0.29  -2.14  3.84  0.637
C  1.15  -1.62  2.55  -0.651
C  2.06  -2.82  2.27  -0.677
Br  3.37  -2.51  0.84  0.663
H  1.83  -0.88  2.98  0.068
H  0.81  -1.08  1.67  0.024
H  1.44  -3.69  2.02  0.052
H  2.54  -3.16  3.19  0.067

=====

No. 2
This record from the OMol25 dataset describes 2 unconnected molecules or ions with the total composition C5H13FNP. The level of theory is ωB97M-V/def2-TZVPD.

Computed properties:
LUMO level (spin up / spin down): 0.9 / -1.1 eV
Gap between HOMO and LUMO (spin up / spin down): 8.151 / 8.078 eV
Multiplicity: 3
Expectation value of S²: 2.01

Each line ends with the Löwdin charge.
Atoms and positions in Å:
C  1.26  1.68  -0.80  -0.104
C  -0.01  -2.57  -0.10  -0.128
C  -2.66  0.79  0.79  -0.366
C  0.83  1.13  0.51  -0.313
C  0.91  -1.33  -0.09  -0.353
N  0.36  -0.24  0.62  -0.053
F  -2.92  -1.41  -0.58  -0.460
P  -2.02  0.07  -0.75  0.943
H  1.66  2.67  -0.71  0.059
H  1.94  0.99  -1.25  0.047
H  0.48  1.80  -1.70  0.106
H  -0.83  -2.44  -0.96  0.076
H  0.56  -3.46  -0.29  0.048
H  -0.56  -2.68  0.85  0.074
H  -2.89  0.07  1.58  0.053
H  -3.39  1.57  0.69  0.019
H  -1.88  1.30  1.28  -0.026
H  1.60  1.04  1.20  0.102
H  -0.03  1.55  0.94  0.051
H  1.76  -1.60  0.45  0.093
H  1.09  -1.12  -1.21  0.132

=====

No. 3
This record from the OMol25 dataset describes a molecular structure, H14LiO7. The level of theory is ωB97M-V/def2-TZVPD.

Computed properties:
LUMO level (spin up / spin down): -7.0 / -15.2 eV
Gap between HOMO and LUMO (spin up / spin down): 12.135 / 3.535 eV
Relative energy (zero: lowest compared OMol25 entry of this formula, charge and spin): 0.414 eV
Multiplicity: 2
Expectation value of S²: 0.76
Net charge: +2

Each line ends with the Löwdin charge.
Atoms and positions in Å:
Li  0.01  0.63  0.22  0.707
O  -0.94  -1.09  -1.89  0.046
H  -1.48  -1.69  -1.38  0.088
H  -1.06  -1.37  -2.80  0.110
O  0.67  2.31  1.12  -0.071
H  1.16  2.88  0.54  0.071
H  1.16  2.32  1.94  0.069
O  1.97  -0.38  0.41  -0.039
H  2.41  -0.27  1.25  0.086
H  2.66  -0.25  -0.24  0.088
O  -2.15  0.97  -0.24  0.022
H  -2.92  1.21  0.27  0.095
H  -2.49  0.82  -1.12  0.071
O  -0.81  -0.29  2.00  -0.052
H  -1.18  0.34  2.62  0.078
H  -0.53  -1.03  2.54  0.068
O  0.30  1.26  -1.72  -0.054
H  1.08  1.37  -2.26  0.084
H  -0.12  0.47  -2.06  -0.011
O  0.40  -2.87  0.35  0.353
H  1.22  -3.35  0.39  0.145
H  0.64  -1.99  0.05  0.048